Record 1
Computed, not measured: C36H45EuN5O2 as an isolated structure, with the ωB97M-V functional and the def2-TZVPD basis.

Values from the calculation:
Total charge: 0
HOMO level (alpha / beta): -4.997 / -6.720 eV
Energy relative to the best compared isomer or geometry (same formula, charge and spin): 0.0 kcal per mole
E_LUMO (alpha / beta): -0.32 / -0.31 eV
Spin multiplicity: 8

Positions of all 89 atoms, in Å:
Eu -0.4728 -1.6030 -0.5424
C -4.0288 2.8379 -2.7537
C -4.8306 1.7046 -2.7179
C -4.4766 0.5867 -1.9865
C -3.2706 0.5521 -1.2617
C -2.4796 1.7180 -1.2895
C -2.8480 2.8315 -2.0210
N -2.8389 -0.5543 -0.5391
N -3.8791 -1.3243 -0.1819
C -3.5027 -2.4711 0.4869
C -4.5432 -3.1933 1.1025
C -4.2838 -4.3583 1.7926
C -2.9812 -4.8489 1.8846
C -1.9522 -4.1499 1.2618
C -2.1902 -2.9750 0.5616
H -4.3221 3.7060 -3.3265
H -5.7604 1.6914 -3.2736
H -5.1195 -0.2809 -1.9540
H -1.5782 1.7458 -0.6943
H -2.2108 3.7068 -2.0073
H -5.5488 -2.8012 1.0218
H -5.0980 -4.8898 2.2674
H -2.7731 -5.7594 2.4303
H -0.9394 -4.5377 1.3299
C -1.2215 4.4498 3.9199
C -0.1066 3.4317 4.1948
C 1.2254 4.1758 4.2687
C -0.3592 2.7432 5.5418
C -0.1253 2.3804 3.0912
C -1.2585 1.6018 2.8807
C -1.2796 0.6800 1.8530
N -0.2381 0.4789 1.0387
C 0.8757 1.1871 1.2479
C 0.9559 2.1521 2.2493
C 2.0299 0.8967 0.3414
C 3.3038 1.4135 0.5853
C 4.3558 1.1094 -0.2667
C 4.0673 0.2845 -1.3541
C 2.7851 -0.1943 -1.5186
N 1.7802 0.1002 -0.6960
C 5.7749 1.6298 -0.0538
C 5.8959 2.4835 1.2066
C 6.7263 0.4321 0.0747
C 6.1764 2.4807 -1.2653
H -1.2273 5.2140 4.6981
H -2.2035 3.9780 3.9062
H -1.0741 4.9428 2.9582
H 1.1845 4.9066 5.0764
H 1.4412 4.7179 3.3469
H 2.0586 3.5028 4.4767
H -0.3615 3.4842 6.3419
H 0.4173 2.0088 5.7593
H -1.3200 2.2302 5.5587
H -2.1415 1.7114 3.4944
H -2.1614 0.0912 1.6336
H 1.8577 2.7301 2.3625
H 3.4728 2.0332 1.4491
H 4.8307 -0.0009 -2.0629
H 2.5485 -0.8551 -2.3462
H 5.6337 1.9231 2.1050
H 5.2650 3.3725 1.1587
H 6.9271 2.8193 1.3172
H 6.4445 -0.2027 0.9152
H 7.7469 0.7814 0.2365
H 6.7241 -0.1834 -0.8239
H 5.5094 3.3356 -1.3819
H 6.1463 1.9030 -2.1890
H 7.1925 2.8552 -1.1369
O -0.0255 0.5797 -3.6288
C -0.3449 0.1344 -2.6437
C 1.4987 -2.9055 0.2924
H 1.3842 -3.9901 0.1403
H 1.6018 -2.7639 1.3805
H 2.4679 -2.6317 -0.1455
C -3.4540 -2.9187 -2.9751
N -2.4844 -3.6392 -3.8007
C -2.9521 -4.6479 -4.7412
C -1.1935 -3.3910 -3.5982
C -0.1309 -4.1053 -4.3860
O -0.8308 -2.5513 -2.7488
H -4.4459 -3.0987 -3.3788
H -3.2441 -1.8500 -2.9871
H -3.4065 -3.2605 -1.9413
H -4.0365 -4.6790 -4.6932
H -2.5757 -5.6387 -4.4851
H -2.6643 -4.4050 -5.7643
H -0.4985 -4.8054 -5.1287
H 0.5053 -4.6322 -3.6749
H 0.4831 -3.3498 -4.8752

---

Record 2
Computed, not measured: a 9-piece molecular cluster, C36H45F27O18 overall, with the ωB97M-V functional and the def2-TZVPD basis.

Values from the calculation:
Total charge: 0
HOMO level: -11.113 eV
SMILES string: CCOC(=O)C(F)(F)F.CCOC(=O)C(F)(F)F.CCOC(=O)C(F)(F)F.CCOC(=O)C(F)(F)F.CCOC(=O)C(F)(F)F.CCOC(=O)C(F)(F)F.CCOC(=O)C(F)(F)F.CCOC(=O)C(F)(F)F.CCOC(=O)C(F)(F)F
Energy relative to the best compared isomer or geometry (same formula, charge and spin): 188.1 kcal per mole
E_LUMO: 0.35 eV
Spin multiplicity: 1

Positions of all 126 atoms, in Å:
C -2.9597 4.4254 5.1574
C -2.0887 4.5229 6.5006
O -2.3952 5.6867 7.1974
C -1.6227 6.7431 7.2831
O -0.5183 6.9028 6.7262
C -2.2191 7.7732 8.2091
F -1.7382 8.9371 7.8266
F -3.6019 7.7908 8.3551
F -1.7200 7.6792 9.3890
H -2.6211 5.1491 4.4160
H -3.9933 4.5323 5.4867
H -3.0684 3.4072 4.7837
H -1.0407 4.4058 6.2246
H -2.2508 3.7089 7.2071
C -0.3568 -12.7903 7.4433
C 0.8469 -12.7543 6.4270
O 1.3484 -14.0272 6.1878
C 2.0812 -14.6810 7.1217
O 2.3725 -14.3148 8.2602
C 2.5067 -16.1264 6.6492
F 1.9480 -17.1270 7.2571
F 2.2182 -16.2560 5.3760
F 3.8565 -16.2555 6.8034
H -1.1056 -13.4390 6.9890
H -0.7568 -11.7985 7.6540
H -0.1312 -13.2227 8.4181
H 1.5857 -12.1110 6.9051
H 0.4938 -12.1463 5.5941
C 8.9764 2.2091 5.2181
C 9.3867 2.3725 3.6963
O 10.1276 3.6182 3.4635
C 11.3191 3.7961 3.9575
O 11.9689 2.8994 4.5306
C 11.8010 5.2369 3.5634
F 11.0075 5.7704 2.6531
F 11.8524 6.0939 4.6490
F 12.9544 5.3055 3.0413
H 9.6301 2.5394 6.0253
H 8.7795 1.1737 5.4962
H 8.0808 2.7515 5.5212
H 8.5493 2.2305 3.0132
H 9.8603 1.3941 3.6158
C -10.4832 3.1602 1.5929
C -10.7749 2.1012 0.6083
O -10.1159 0.8847 0.9975
C -8.8560 0.6073 0.6797
O -8.0515 1.3960 0.2350
C -8.3951 -0.8614 0.9590
F -7.7384 -1.3819 -0.0796
F -7.6166 -0.9386 1.9932
F -9.4180 -1.5795 1.2122
H -9.3987 3.1590 1.7021
H -11.1378 2.9816 2.4460
H -10.8304 4.0880 1.1383
H -10.5512 2.3430 -0.4307
H -11.8180 1.8023 0.5046
C -3.0234 -15.3881 0.1992
C -4.1791 -14.3782 0.5489
O -4.3847 -13.2157 -0.3110
C -5.1715 -13.2612 -1.3891
O -5.9403 -14.2145 -1.5835
C -5.0325 -12.0273 -2.2799
F -3.7580 -11.6830 -2.1682
F -5.2968 -12.3635 -3.5217
F -5.8780 -11.1166 -1.9627
H -3.2512 -16.1154 -0.5800
H -2.7354 -15.7978 1.1673
H -2.1546 -14.8852 -0.2257
H -3.9816 -14.0467 1.5683
H -4.9883 -15.1044 0.4726
C 5.0304 -6.5769 -7.3884
C 3.5997 -7.1700 -7.4926
O 2.6224 -6.1827 -7.4637
C 1.2817 -6.5700 -7.6515
O 0.8494 -7.7223 -7.8831
C 0.2832 -5.4404 -7.4353
F -0.8085 -5.8804 -6.7721
F 0.8276 -4.4730 -6.7601
F -0.0354 -5.0935 -8.7363
H 5.2743 -6.0519 -8.3120
H 5.7853 -7.3617 -7.3397
H 5.0163 -5.9591 -6.4905
H 3.5427 -7.6944 -6.5387
H 3.5155 -7.8427 -8.3461
C -0.0389 0.8278 -1.7393
C 0.6398 0.0762 -0.6124
O 0.4457 -1.3278 -0.7246
C 0.8794 -2.1807 0.2134
O 1.5543 -1.9274 1.2180
C 0.2016 -3.6354 0.0181
F -0.1055 -4.2339 1.1564
F -0.8370 -3.6659 -0.8353
F 1.1485 -4.3110 -0.7605
H 0.1871 1.8941 -1.7514
H -1.1214 0.8858 -1.6249
H 0.1919 0.4528 -2.7364
H 0.2561 0.3868 0.3594
H 1.7110 0.2743 -0.5748
C -0.3011 8.4767 -8.2400
C -1.0249 9.8567 -8.4789
O -0.1918 10.9103 -9.0428
C -0.7529 12.2186 -9.1061
O -1.7419 12.6871 -8.4869
C -0.0035 13.1072 -10.0450
F 0.6790 12.4622 -11.0205
F -0.9577 13.7697 -10.6880
F 0.7680 14.0083 -9.3566
H 0.6828 8.7770 -7.8797
H -0.1693 7.7377 -9.0303
H -0.8057 7.8784 -7.4814
H -1.3221 10.1754 -7.4798
H -1.9481 9.7423 -9.0471
C 2.1603 16.2066 -0.5555
C 1.3950 15.2946 -1.5668
O 1.4950 13.9717 -1.1863
C 2.4994 13.1393 -1.6181
O 3.3744 13.3974 -2.4499
C 2.5751 11.8574 -0.8412
F 3.7694 11.7374 -0.3750
F 1.6298 11.6921 0.0332
F 2.4861 10.8542 -1.7418
H 2.2608 17.2690 -0.7777
H 3.1602 15.7766 -0.6132
H 1.7502 16.1399 0.4522
H 1.8717 15.5523 -2.5125
H 0.3633 15.6373 -1.6460

---

Record 3
Computed, not measured: a 4-piece molecular cluster, C36H45F3N5O3 overall, with the ωB97M-V functional and the def2-TZVPD basis.

Values from the calculation:
Total charge: +1
HOMO level: -10.853 eV
E_LUMO: -3.81 eV
Spin multiplicity: 1

Positions of all 92 atoms, in Å:
O -2.9327 1.5183 -2.4399
C -2.9505 0.9386 -1.3800
C -2.6320 1.6584 -0.0893
C -1.4792 1.0226 0.6931
C -0.0871 1.2320 0.0717
O -0.0996 1.8033 -1.2269
C -0.2362 3.1518 -1.3805
O -0.6012 3.8424 -0.4706
C 0.0791 3.5908 -2.7592
C 1.3957 3.7362 -3.1799
C 1.6506 4.1481 -4.4748
C 0.6019 4.3918 -5.3472
C -0.7091 4.2432 -4.9220
C -0.9758 3.8417 -3.6234
C 0.6421 -0.1099 -0.1509
C 2.1067 0.3599 -0.2829
C 2.1047 1.4050 0.7656
N 0.9378 1.8810 0.9943
C 0.6876 2.8665 2.0684
C 1.3104 4.2387 1.8311
C 2.7909 4.3290 2.0218
F 3.5059 4.6931 0.9252
C 3.4665 4.0967 3.1344
F 2.8939 3.6686 4.2537
F 4.7667 4.2633 3.2809
N -3.2481 -0.4225 -1.2679
C -2.3544 -1.3479 -1.9082
C -2.0484 -1.2073 -3.2570
C -1.1428 -2.0963 -3.8370
C -0.5770 -3.1140 -3.0783
C -0.9201 -3.2560 -1.7381
C -1.8051 -2.3724 -1.1399
H -2.4512 2.6940 -0.3397
H -3.5251 1.6455 0.5421
H -1.6288 -0.0563 0.7273
H -1.5075 1.3539 1.7282
H 2.2193 3.5415 -2.5050
H 2.6709 4.2643 -4.8101
H 0.8112 4.6958 -6.3630
H -1.5325 4.4275 -5.5960
H -1.9973 3.7122 -3.2941
H 0.2989 -0.5393 -1.0888
H 0.5265 -0.7530 0.7151
H 2.3396 0.7363 -1.2762
H 2.8059 -0.4286 -0.0095
H 2.9439 1.7372 1.3644
H -0.3791 2.9913 2.2169
H 1.0817 2.4378 2.9890
H 0.8160 4.9109 2.5306
H 1.0846 4.6154 0.8433
H -3.3485 -0.6793 -0.2945
H -2.5028 -0.4050 -3.8167
H -0.8922 -2.0040 -4.8839
H 0.1207 -3.8012 -3.5361
H -0.5150 -4.0661 -1.1519
H -2.0762 -2.4976 -0.0985
C -2.0616 9.3863 2.6199
C -1.7041 8.8859 4.0140
C -0.6546 7.7677 3.9915
C -1.1543 6.5580 3.3391
N -1.5506 5.6056 2.8340
H -2.5215 8.5990 2.0204
H -2.7686 10.2121 2.6803
H -1.1757 9.7425 2.0912
H -2.6005 8.5310 4.5242
H -1.3040 9.7066 4.6101
H -0.3541 7.5061 5.0073
H 0.2424 8.1022 3.4663
C -1.2867 -8.7661 0.1830
C -2.6483 -8.2835 0.6669
C -3.0740 -6.9511 0.0390
C -2.2055 -5.8455 0.4371
N -1.5316 -4.9752 0.7637
H -0.4943 -8.0768 0.4713
H -1.0460 -9.7338 0.6163
H -1.2758 -8.8698 -0.9049
H -2.6418 -8.1868 1.7536
H -3.4099 -9.0245 0.4202
H -4.0933 -6.6982 0.3357
H -3.0676 -7.0230 -1.0503
C 4.2333 -6.6997 1.5725
C 4.5934 -7.7918 0.5725
C 3.3768 -8.3063 -0.2038
C 2.4116 -8.9767 0.6657
N 1.6591 -9.5109 1.3476
H 3.5574 -7.0748 2.3420
H 5.1274 -6.3240 2.0692
H 3.7458 -5.8589 1.0741
H 5.0727 -8.6240 1.0894
H 5.3165 -7.4080 -0.1489
H 3.6882 -9.0125 -0.9748
H 2.8741 -7.4805 -0.7115

---

Record 4
Computed, not measured: C36H45FeN4P2 as an isolated structure, with the ωB97M-V functional and the def2-TZVPD basis.

Values from the calculation:
Total charge: +2
HOMO level (alpha / beta): -12.486 / -12.488 eV
E_LUMO (alpha / beta): -5.37 / -7.79 eV
Spin multiplicity: 6

Positions of all 88 atoms, in Å:
Fe 0.2246 0.9426 -1.0742
C -0.7972 5.1966 -0.2418
C -1.8513 4.2839 -0.8680
C -3.2582 4.7854 -0.5504
P -1.5285 2.5008 -0.4473
C -3.1348 1.6380 -0.8562
C -2.9024 0.3225 -1.6109
C -4.0751 1.4034 0.3240
C -1.1878 2.4943 1.3522
C -2.0573 3.0440 2.2791
C -1.6741 3.2448 3.6039
C -0.3705 2.9614 4.0003
C 0.5150 2.3938 3.1113
C 0.1079 2.0652 1.7952
N 0.9055 1.4097 0.9048
C 2.0670 0.7220 1.2164
C 2.3030 0.0856 2.4483
C 3.4935 -0.5735 2.6789
C 4.4776 -0.6092 1.6976
C 4.2375 -0.0368 0.4526
C 3.0369 0.5974 0.1807
P 2.5692 1.2785 -1.4469
C 3.4438 0.3599 -2.7869
C 3.2711 -1.1505 -2.6077
C 4.8988 0.7524 -3.0412
C 3.2522 2.9867 -1.4684
C 2.8924 3.7470 -0.1938
C 2.7440 3.7019 -2.7232
H -0.9065 6.2052 -0.6422
H 0.2165 4.8658 -0.4570
H -0.9163 5.2549 0.8418
H -1.7122 4.3031 -1.9535
H -3.4271 4.8709 0.5234
H -4.0498 4.1783 -0.9855
H -3.3592 5.7877 -0.9697
H -3.6085 2.3273 -1.5584
H -2.6790 -0.4929 -0.9222
H -2.1003 0.3982 -2.3534
H -3.8048 0.0490 -2.1595
H -3.5808 0.8422 1.1202
H -4.9311 0.8173 -0.0142
H -4.4620 2.3333 0.7401
H -3.0473 3.3474 1.9738
H -2.3773 3.6718 4.3071
H -0.0442 3.1997 5.0044
H 1.5417 2.2333 3.4063
H 1.5278 0.0696 3.2025
H 3.6576 -1.0659 3.6286
H 5.4201 -1.1049 1.8891
H 5.0054 -0.0926 -0.3056
H 2.8661 0.6509 -3.6701
H 3.8852 -1.5367 -1.7941
H 3.5692 -1.6636 -3.5223
H 2.2359 -1.4219 -2.3969
H 5.5508 0.5373 -2.1946
H 5.0057 1.8063 -3.2945
H 5.2698 0.1772 -3.8908
H 4.3370 2.8742 -1.5134
H 1.8155 3.7685 -0.0379
H 3.2440 4.7770 -0.2716
H 3.3550 3.3022 0.6884
H 1.6561 3.8137 -2.6890
H 3.0014 3.1683 -3.6400
H 3.1813 4.6986 -2.7897
N -2.1473 -5.4197 1.5339
C -2.4992 -6.7315 1.3108
C -3.0988 -7.6970 2.1190
C -3.3131 -8.9252 1.5405
C -2.9495 -9.1948 0.2026
C -2.3671 -8.2381 -0.5907
C -2.1431 -6.9777 -0.0241
N -1.5997 -5.8436 -0.5863
C -1.6193 -4.9446 0.3609
C -1.1300 -3.5909 0.1526
C -1.0750 -2.6195 1.1531
C -0.6063 -1.3596 0.8538
N -0.1919 -1.0094 -0.3682
C -0.2412 -1.9518 -1.3385
C -0.6902 -3.2276 -1.1257
H -2.2969 -4.9139 2.3883
H -3.3921 -7.4962 3.1416
H -3.7743 -9.7086 2.1276
H -3.1364 -10.1818 -0.2005
H -2.0818 -8.4392 -1.6150
H -1.3904 -2.8268 2.1669
H -0.5637 -0.5925 1.6187
H 0.0860 -1.6504 -2.3267
H -0.7169 -3.9581 -1.9226

---

Record 5
Computed, not measured: C36H45NO5PSScSi as an isolated structure, with the ωB97M-V functional and the def2-TZVPD basis.

Values from the calculation:
Total charge: 0
HOMO level: -9.041 eV
Energy relative to the best compared isomer or geometry (same formula, charge and spin): 21.1 kcal per mole
E_LUMO: 0.50 eV
Spin multiplicity: 1

Positions of all 91 atoms, in Å:
Sc -0.5920 -0.7339 -1.0359
C 6.0993 -2.5661 -0.3026
C 4.8943 -1.9730 -0.9661
C 3.7298 -1.7402 -0.2418
C 2.6006 -1.2201 -0.8536
C 2.6309 -0.9308 -2.2070
C 3.7826 -1.1488 -2.9417
C 4.9104 -1.6579 -2.3226
S 1.1248 -0.3953 -3.0274
O 1.4514 0.0916 -4.3391
O 0.4915 0.6242 -2.1348
N 0.0209 -1.5282 -2.9559
C 0.4179 -2.9179 -2.9441
C 0.1898 -3.4798 -1.5062
O 0.4751 -4.6249 -1.2330
O -0.3271 -2.6180 -0.6902
H 5.8987 -2.7781 0.7441
H 6.9441 -1.8819 -0.3609
H 6.3910 -3.4946 -0.7922
H 3.6979 -1.9789 0.8112
H 1.7006 -1.0264 -0.2631
H 3.7719 -0.9111 -3.9926
H 5.8102 -1.8199 -2.8977
H 1.4670 -3.0602 -3.2303
H -0.2019 -3.5000 -3.6355
C -5.0752 -1.5538 -3.1144
C -4.9008 -0.9663 -1.7142
C -5.1604 -2.0624 -0.6784
P -3.2458 -0.0889 -1.4216
C -3.2655 1.0704 -2.9104
C -2.5538 0.3216 -4.0454
C -2.5073 2.3801 -2.7195
C -3.7290 0.8239 0.1569
C -3.3664 -0.0833 1.3383
C -2.9880 2.1402 0.3691
H -6.0334 -2.0728 -3.1601
H -4.2951 -2.2795 -3.3409
H -5.0936 -0.7804 -3.8775
H -5.6559 -0.1778 -1.5884
H -4.2966 -2.7208 -0.5808
H -6.0085 -2.6702 -0.9925
H -5.4084 -1.6435 0.2925
H -4.3102 1.2772 -3.1783
H -1.4937 0.2146 -3.7993
H -2.6268 0.8893 -4.9731
H -2.9497 -0.6738 -4.2238
H -1.5355 2.1882 -2.2602
H -3.0599 3.0982 -2.1251
H -2.3282 2.8320 -3.6947
H -4.8110 1.0021 0.1288
H -2.2905 -0.0342 1.5004
H -3.6327 -1.1224 1.1792
H -3.8599 0.2602 2.2446
H -1.9412 2.0274 0.0808
H -3.0083 2.3978 1.4258
H -3.4367 2.9642 -0.1742
O -0.2903 0.2326 0.5807
Si 0.6554 0.8174 1.7277
C -0.2650 2.1262 2.7726
C -1.1284 1.7237 3.7889
C -1.8036 2.6375 4.5782
C -1.6309 3.9931 4.3589
C -0.7909 4.4166 3.3435
C -0.1125 3.4927 2.5663
C 1.1850 -0.5842 2.8991
C 1.0756 -1.9140 2.5019
C 1.5310 -2.9408 3.3120
C 2.0990 -2.6519 4.5424
C 2.1934 -1.3352 4.9639
C 1.7510 -0.3146 4.1418
C 2.2656 1.5407 0.9984
C 3.5170 1.2378 1.5285
C 4.6792 1.7425 0.9729
C 4.6129 2.5776 -0.1292
C 3.3778 2.8954 -0.6704
C 2.2216 2.3714 -0.1174
H -1.2653 0.6673 3.9675
H -2.4573 2.2962 5.3687
H -2.1300 4.7165 4.9869
H -0.6599 5.4733 3.1592
H 0.5589 3.8364 1.7923
H 0.6099 -2.1503 1.5469
H 1.4473 -3.9653 2.9768
H 2.4565 -3.4515 5.1764
H 2.6194 -1.1068 5.9314
H 1.8393 0.7129 4.4680
H 3.5828 0.5948 2.3943
H 5.6385 1.4849 1.4020
H 5.5194 2.9800 -0.5613
H 3.3191 3.5554 -1.5257
H 1.2670 2.6046 -0.5686

---

Number 1: strongest force on any atom 1.6 eV/Å. Number 2: strongest force on any atom 5.2 eV/Å. Number 3: strongest force on any atom 1.5 eV/Å. Number 4: strongest force on any atom 0.8 eV/Å. Number 5: strongest force on any atom 1.8 eV/Å.